{"formula": "C20H39NO4RhS2Si2", "method": "the ωB97M-V functional and the def2-TZVPD basis", "spin_multiplicity": 1, "charge": 1, "elements": ["Rh", "C", "O", "C", "C", "O", "C", "C", "O", "C", "H", "H", "H", "H", "H", "H", "H", "H", "H", "H", "H", "H", "H", "H", "C", "Si", "C", "C", "C", "C", "C", "C", "C", "C", "N", "Si", "C", "C", "C", "H", "H", "H", "H", "H", "H", "H", "H", "H", "H", "H", "H", "H", "H", "H", "H", "H", "H", "H", "H", "H", "H", "C", "O", "C", "S", "S", "H", "H", "H"], "positions_angstrom": [[-0.223, -0.605, -0.772], [1.671, -3.151, -1.442], [0.787, -2.527, -0.498], [0.070, -3.484, 0.260], [-0.718, -2.707, 1.293], [-1.537, -1.722, 0.647], [-2.756, -2.282, 0.114], [-3.196, -1.484, -1.100], [-2.214, -1.515, -2.116], [-2.281, -2.648, -2.967], [2.302, -3.857, -0.896], [2.270, -2.380, -1.905], [1.091, -3.672, -2.207], [0.778, -4.155, 0.766], [-0.557, -4.086, -0.409], [-0.027, -2.151, 1.923], [-1.340, -3.357, 1.915], [-3.518, -2.253, 0.900], [-2.581, -3.327, -0.157], [-3.341, -0.433, -0.836], [-4.152, -1.882, -1.468], [-3.213, -2.638, -3.538], [-2.214, -3.584, -2.401], [-1.432, -2.576, -3.645], [-2.835, 0.558, 1.928], [-1.030, 0.776, 2.405], [-0.555, -0.378, 3.805], [-0.969, 2.482, 3.202], [0.132, 0.824, 0.859], [-0.476, 1.851, -0.018], [-0.598, 3.234, 0.051], [-1.343, 3.862, -0.934], [-1.927, 3.130, -1.957], [-1.722, 1.762, -2.005], [-1.018, 1.174, -1.040], [2.002, 0.869, 1.237], [3.026, 1.394, -0.223], [2.528, -0.831, 1.828], [2.343, 2.087, 2.631], [-3.444, 1.134, 2.624], [-3.170, -0.471, 1.983], [-3.048, 0.939, 0.932], [-1.361, -0.306, 4.537], [0.349, -0.029, 4.298], [-0.428, -1.432, 3.581], [-1.482, 2.384, 4.160], [-1.511, 3.235, 2.635], [0.026, 2.851, 3.406], [-0.118, 3.793, 0.838], [-1.465, 4.936, -0.909], [-2.506, 3.615, -2.728], [-2.082, 1.128, -2.799], [3.287, 0.552, -0.860], [3.951, 1.845, 0.131], [2.508, 2.131, -0.833], [2.575, -1.536, 1.002], [1.881, -1.237, 2.597], [3.526, -0.757, 2.258], [1.957, 3.079, 2.413], [3.424, 2.178, 2.737], [1.949, 1.775, 3.593], [3.561, 2.165, -3.849], [2.334, 1.559, -3.426], [2.316, 0.244, -3.244], [3.548, -0.757, -3.586], [0.653, -0.287, -2.876], [3.341, 3.226, -3.906], [3.854, 1.766, -4.820], [4.344, 1.958, -3.118]]}



{"formula": "C3H7O2Pm", "method": "the ωB97M-V functional and the def2-TZVPD basis", "spin_multiplicity": 6, "charge": 1, "elements": ["C", "O", "C", "C", "O", "H", "H", "H", "H", "H", "H", "H", "Pm"], "positions_angstrom": [[-1.723, -0.501, -0.409], [-0.440, 0.069, -0.549], [0.600, -0.796, -0.232], [1.935, -0.171, -0.501], [2.087, 0.969, -0.876], [-2.456, 0.292, -0.594], [-1.848, -1.318, -1.139], [-1.888, -0.903, 0.604], [0.561, -1.736, -0.819], [0.574, -1.069, 0.844], [2.791, -0.752, -0.095], [-0.914, 3.224, 1.316], [0.721, 2.691, 2.451]]}



{"formula": "C5H10N2O", "method": "the ωB97M-V functional and the def2-TZVPD basis", "smiles": "CCc1cnc[nH]1.O", "spin_multiplicity": 1, "elements": ["N", "C", "C", "C", "N", "C", "C", "H", "H", "H", "H", "H", "H", "H", "H", "O", "H", "H"], "positions_angstrom": [[2.725, 2.243, -0.326], [3.269, 1.065, -0.592], [1.374, 1.990, -0.077], [1.138, 0.617, -0.261], [2.383, 0.056, -0.493], [-1.456, 0.668, -0.165], [-0.121, -0.206, -0.133], [4.315, 0.944, -0.876], [0.694, 2.739, 0.328], [2.634, -0.922, -0.657], [-1.362, 1.632, 0.362], [-2.301, 0.109, 0.270], [-1.676, 0.868, -1.227], [-0.146, -0.649, 0.881], [-0.361, -1.008, -0.857], [-3.321, -3.301, 1.182], [-3.659, -4.002, 1.784], [-4.129, -2.842, 0.857]]}



{"formula": "C3H6N3PS", "method": "the ωB97M-V functional and the def2-TZVPD basis", "spin_multiplicity": 1, "elements": ["C", "C", "C", "N", "N", "N", "P", "S", "H", "H", "H", "H", "H", "H"], "positions_angstrom": [[2.373, -0.531, -0.423], [1.693, -1.545, 0.276], [-2.172, 0.908, -0.193], [1.550, 0.534, -0.643], [0.483, 0.228, 0.030], [0.507, -1.025, 0.593], [-0.644, 1.281, 0.808], [-0.878, -1.393, 1.410], [3.290, -0.707, -0.970], [2.169, -2.575, 0.455], [-2.633, 1.794, -0.555], [-2.062, 0.255, -1.017], [-0.626, 2.286, -0.185], [-3.050, 0.490, 0.416]]}



{"formula": "C4H8O3", "method": "the ωB97M-V functional and the def2-TZVPD basis", "spin_multiplicity": 1, "elements": ["C", "C", "O", "C", "O", "C", "O", "H", "H", "H", "H", "H", "H", "H", "H"], "positions_angstrom": [[1.705, 0.400, -1.156], [0.273, 0.139, -0.791], [0.433, -1.639, -0.237], [-0.110, 0.836, 0.458], [-1.547, 0.919, 0.712], [-2.183, -0.144, 1.142], [-1.721, -1.256, 1.323], [2.427, 0.413, -0.325], [1.710, 1.392, -1.626], [2.066, -0.301, -1.917], [-0.071, -1.502, -1.070], [-0.280, -1.696, 0.444], [0.165, 1.885, 0.325], [0.369, 0.462, 1.373], [-3.236, 0.090, 1.346]]}



{"formula": "C13H9N3", "method": "the ωB97M-V functional and the def2-TZVPD basis", "smiles": "N#C/C(=C\\c1ccncc1)c1ccccn1", "spin_multiplicity": 1, "elements": ["N", "C", "C", "C", "C", "C", "C", "N", "C", "C", "H", "H", "H", "H", "H", "C", "N", "C", "C", "C", "C", "H", "H", "H", "H"], "positions_angstrom": [[1.968, 2.211, 0.655], [1.201, 1.428, 0.332], [0.340, 0.272, -0.150], [-0.565, -0.162, 0.492], [-1.070, 0.472, 1.703], [-1.652, -0.637, 2.514], [-2.030, -0.256, 3.765], [-2.201, 1.025, 4.129], [-1.519, 1.870, 3.360], [-0.915, 1.590, 2.255], [-0.486, 2.116, 1.577], [-1.454, 2.805, 3.710], [-2.787, -0.718, 4.379], [-1.941, -1.777, 2.221], [-1.113, -1.010, -0.003], [1.070, -0.272, -1.562], [2.059, 0.569, -2.026], [2.530, 0.075, -3.256], [1.775, -1.032, -3.938], [0.939, -1.815, -3.409], [0.323, -1.272, -2.291], [-0.352, -2.047, -1.811], [0.424, -2.680, -3.945], [2.469, -1.421, -4.917], [2.988, 0.668, -3.784]]}



{"formula": "C8H9CrNS2", "method": "the ωB97M-V functional and the def2-TZVPD basis", "spin_multiplicity": 5, "elements": ["Cr", "C", "H", "H", "H", "H", "H", "S", "C", "N", "C", "C", "C", "C", "C", "C", "S", "H", "H", "H", "H"], "positions_angstrom": [[-0.554, -0.037, -2.405], [0.491, 0.494, -4.113], [1.510, 0.891, -4.037], [0.425, -0.293, -4.866], [-0.166, 1.334, -4.436], [-2.385, -0.170, -2.362], [-2.243, -0.005, -1.631], [0.370, -2.183, -2.201], [0.478, -1.654, -0.619], [0.009, -0.377, -0.434], [0.036, 0.001, 0.911], [-0.240, 1.259, 1.443], [-0.181, 1.430, 2.832], [0.189, 0.377, 3.670], [0.549, -0.875, 3.135], [0.517, -1.038, 1.754], [1.032, -2.440, 0.831], [-0.458, 2.084, 0.757], [-0.428, 2.396, 3.265], [0.201, 0.518, 4.753], [0.847, -1.713, 3.753]]}



{"formula": "C6H14O2", "method": "the ωB97M-V functional and the def2-TZVPD basis", "spin_multiplicity": 1, "elements": ["C", "C", "C", "C", "C", "C", "O", "O", "H", "H", "H", "H", "H", "H", "H", "H", "H", "H", "H", "H", "H", "H"], "positions_angstrom": [[1.444, -0.264, -0.368], [-0.539, -0.201, 0.329], [-0.885, 0.288, -0.941], [2.318, -0.449, 0.851], [-0.637, 0.669, 1.545], [-2.854, 0.114, -0.620], [1.414, -1.413, -1.176], [1.971, 0.831, -1.074], [2.322, -1.653, -1.430], [1.523, 0.888, -1.926], [-0.713, -1.262, 0.490], [-0.738, -0.370, -1.788], [-0.779, 1.356, -1.107], [1.950, -1.272, 1.460], [2.350, 0.464, 1.444], [3.350, -0.671, 0.544], [0.044, 0.315, 2.320], [-1.639, 0.611, 1.970], [-0.387, 1.704, 1.314], [-3.165, 0.961, -0.015], [-3.133, -0.839, -0.179], [-3.218, 0.194, -1.640]]}



Going through the records in order, we get relative energy (zero: lowest compared OMol25 entry of this formula, charge and spin) values of 36.5, 61.2, 18.5, 10.2, 96.2, 0.0, 5.7, 91.6 kcal/mol.